C33H83Cl9O30S10 | ωB97M-V/def2-TZVPD

Last column: Mulliken charge in e.
Element x y z (Å)
C1 -13.185 -0.886 21.760  -0.001
Cl1 -12.251 -2.374 21.842  0.082
Cl2 -12.950 -0.012 20.207  -0.154
Cl3 -12.913 0.171 23.082  -0.109
H1 -14.225 -1.147 21.764  0.141
C2 -15.388 -5.021 22.944  0.841
Cl4 -15.985 -3.365 22.576  -0.186
Cl5 -16.758 -6.082 22.722  -0.116
Cl6 -14.681 -5.053 24.547  -0.036
H2 -14.631 -5.241 22.238  -0.419
C3 -6.013 -3.780 26.260  0.629
Cl7 -5.548 -3.945 24.559  -0.164
Cl8 -4.758 -4.371 27.332  -0.145
Cl9 -7.483 -4.683 26.519  -0.081
H3 -6.211 -2.726 26.427  -0.171
O1 -7.076 1.350 26.579  -0.627
S1 -6.658 0.328 25.674  1.147
O2 -6.053 -0.811 26.351  -0.721
O3 -7.934 -0.087 24.784  -0.194
C4 -9.143 -0.728 25.360  -0.654
C5 -9.732 -1.802 24.493  -0.310
C6 -5.749 0.907 24.250  -0.863
H4 -9.882 0.087 25.485  0.244
H5 -8.871 -1.180 26.330  0.413
H6 -10.066 -1.492 23.503  0.033
H7 -10.635 -2.063 25.030  0.393
H8 -9.029 -2.611 24.414  0.162
H9 -4.808 1.235 24.745  0.398
H10 -6.289 1.726 23.795  0.322
H11 -5.534 0.088 23.565  0.257
O4 -9.856 -12.120 23.119  -0.253
S2 -8.698 -11.269 23.319  0.475
O5 -8.495 -10.099 22.482  -0.266
O6 -8.777 -10.799 24.864  -0.245
C7 -7.793 -9.713 25.283  -0.471
C8 -8.524 -8.328 25.432  -0.536
C9 -7.196 -12.218 23.153  -1.040
H12 -7.192 -9.581 24.352  0.331
H13 -7.215 -9.971 26.174  0.408
H14 -9.116 -8.225 26.330  0.412
H15 -9.236 -8.203 24.600  -0.138
H16 -7.725 -7.564 25.412  0.240
H17 -7.135 -13.050 23.832  0.384
H18 -6.374 -11.554 23.325  0.355
H19 -7.217 -12.507 22.096  0.279
O7 -11.533 -8.937 18.467  -0.678
S3 -11.082 -7.560 18.516  1.554
O8 -12.050 -6.442 18.756  -0.773
O9 -10.008 -7.311 19.613  -0.296
C10 -8.621 -7.901 19.719  -0.078
C11 -7.872 -7.157 20.826  -0.619
C12 -10.167 -7.328 16.973  -1.216
H20 -8.170 -7.812 18.739  0.706
H21 -8.701 -9.001 19.885  -0.262
H22 -8.463 -7.279 21.757  -0.233
H23 -7.798 -6.109 20.566  0.143
H24 -6.871 -7.564 20.963  0.535
H25 -10.904 -7.137 16.218  0.475
H26 -9.640 -8.271 16.793  0.359
H27 -9.515 -6.512 17.094  0.323
O10 -14.524 -3.902 28.574  -0.580
S4 -14.472 -5.297 28.731  1.030
O11 -15.615 -6.082 28.217  -0.491
O12 -13.099 -5.933 28.051  -0.390
C13 -13.322 -7.158 27.181  1.479
C14 -13.372 -8.353 28.000  -1.096
C15 -14.120 -5.685 30.491  -0.958
H28 -12.503 -7.229 26.436  -0.470
H29 -14.218 -6.896 26.668  -0.186
H30 -12.410 -8.582 28.436  0.316
H31 -13.590 -9.170 27.281  0.043
H32 -14.185 -8.357 28.719  0.400
H33 -13.279 -5.064 30.712  0.352
H34 -13.857 -6.716 30.669  0.316
H35 -14.995 -5.391 31.074  0.355
O13 -18.289 -10.274 26.412  -0.697
S5 -17.627 -9.355 25.516  1.215
O14 -17.689 -9.519 24.079  -0.635
O15 -18.214 -7.843 25.892  -0.121
C16 -19.424 -7.450 25.180  -0.345
C17 -20.628 -7.759 26.094  -1.191
C18 -15.959 -9.087 26.100  -0.333
H36 -19.543 -8.011 24.273  0.313
H37 -19.435 -6.387 24.979  0.315
H38 -21.512 -7.348 25.607  0.400
H39 -20.427 -7.342 27.083  0.284
H40 -20.709 -8.843 26.264  0.267
H41 -15.948 -9.021 27.229  0.274
H42 -15.622 -8.174 25.599  -0.004
H43 -15.339 -9.911 25.739  0.171
O16 -15.222 -12.736 20.225  -0.768
S6 -14.967 -11.463 20.839  1.168
O17 -13.740 -11.299 21.561  -0.170
O18 -15.044 -10.397 19.751  -0.500
C19 -14.322 -9.091 19.938  2.045
C20 -14.716 -8.148 18.784  -1.639
C21 -16.268 -10.948 21.895  -0.758
H44 -13.275 -9.376 19.914  -0.709
H45 -14.480 -8.639 20.888  -0.248
H46 -15.778 -7.955 18.693  0.465
H47 -14.298 -8.662 17.934  0.418
H48 -14.214 -7.174 18.894  0.197
H49 -16.320 -11.603 22.743  0.267
H50 -17.217 -10.943 21.338  0.516
H51 -16.051 -9.978 22.323  -0.065
O19 -8.106 -11.358 19.199  -0.677
S7 -9.151 -12.327 19.262  1.278
O20 -9.468 -13.094 18.106  -0.680
O21 -8.813 -13.292 20.464  -0.341
C22 -9.749 -14.397 20.822  0.194
C23 -9.035 -15.638 21.192  -1.557
C24 -10.673 -11.572 19.774  -0.452
H52 -10.326 -14.594 19.939  0.602
H53 -10.381 -13.944 21.586  -0.009
H54 -9.763 -16.424 21.319  0.396
H55 -8.430 -15.631 22.106  0.306
H56 -8.336 -15.912 20.416  0.385
H57 -11.392 -12.343 20.061  0.373
H58 -11.059 -11.003 18.940  0.437
H59 -10.511 -10.876 20.634  -0.336
O22 -15.252 -12.873 24.569  -0.544
S8 -14.136 -13.701 24.900  1.224
O23 -14.095 -14.410 26.127  -0.698
O24 -13.798 -14.784 23.818  -0.389
C25 -14.201 -14.437 22.413  0.899
C26 -13.661 -15.478 21.475  -1.322
C27 -12.633 -12.677 24.872  -0.574
H60 -13.708 -13.496 22.122  -0.645
H61 -15.258 -14.206 22.396  0.418
H62 -14.094 -16.486 21.591  0.356
H63 -12.589 -15.367 21.465  0.118
H64 -13.690 -15.117 20.454  0.421
H65 -12.702 -11.955 25.700  0.362
H66 -12.475 -12.180 23.899  -0.204
H67 -11.789 -13.331 25.030  0.430
O25 -8.422 -4.845 18.363  -0.645
S9 -9.105 -3.939 19.279  0.848
O26 -9.342 -4.249 20.709  -0.088
O27 -8.182 -2.582 19.127  -0.435
C28 -8.295 -1.573 20.270  -0.018
C29 -7.209 -1.788 21.202  -0.597
C30 -10.633 -3.323 18.581  -0.450
H68 -9.253 -1.725 20.764  -0.100
H69 -8.353 -0.578 19.760  0.418
H70 -7.389 -1.168 22.079  0.033
H71 -6.237 -1.654 20.785  0.451
H72 -7.237 -2.795 21.638  0.055
H73 -10.388 -2.930 17.597  0.411
H74 -10.948 -2.509 19.202  0.071
H75 -11.318 -4.161 18.467  0.025
O28 -13.317 -8.750 24.429  -0.410
S10 -12.729 -8.040 23.295  0.949
O29 -13.669 -7.391 22.434  -0.603
O30 -11.749 -6.924 23.861  0.391
C31 -11.277 -5.831 23.075  1.333
C32 -10.236 -4.936 23.782  -0.499
C33 -11.628 -9.088 22.465  1.581
H76 -12.190 -5.271 22.743  -0.482
H77 -10.817 -6.186 22.131  -0.628
H78 -9.364 -5.490 24.143  0.072
H79 -10.716 -4.311 24.591  0.269
H80 -9.844 -4.231 23.048  -0.102
H81 -12.185 -9.669 21.714  -1.017
H82 -11.178 -9.705 23.259  -0.131
H83 -10.882 -8.489 21.952  -0.707

The calculation puts the electronic energy at -318041.133 eV. The calculation puts the HOMO energy at -10.26 eV. The lowest unoccupied orbital energy comes out at 0.0010 hartree. As for the spin multiplicity: 1. As for the orbital gap: 10.29 eV.

C33H84Cl2N6O12 | ωB97M-V/def2-TZVPD

Last column: Mulliken charge in e.
Element x y z (Å)
C1 -17.315 8.425 -17.036  -0.810
O1 -16.498 7.710 -17.988  -0.304
C2 -16.393 6.303 -17.716  -0.591
C3 -15.262 5.769 -18.605  0.489
C4 -15.582 5.632 -20.086  -1.335
N1 -14.807 4.483 -18.172  -0.589
H1 -18.252 7.936 -16.767  0.324
H2 -17.605 9.422 -17.369  0.276
H3 -16.884 8.487 -16.037  0.306
H4 -16.198 6.079 -16.667  0.358
H5 -17.322 5.860 -18.074  0.274
H6 -14.452 6.484 -18.461  0.269
H7 -14.690 5.265 -20.594  0.303
H8 -15.851 6.604 -20.500  0.344
H9 -16.418 4.938 -20.172  0.306
H10 -14.472 4.577 -17.223  0.184
H11 -13.939 4.267 -18.640  0.205
C5 -13.152 2.315 -9.503  -0.825
O2 -12.824 2.487 -10.870  -0.145
C6 -12.853 3.835 -11.304  -0.893
C7 -12.517 3.858 -12.841  0.490
C8 -12.409 5.243 -13.408  -1.544
N2 -13.545 3.145 -13.537  -0.616
H12 -12.522 2.828 -8.775  0.304
H13 -13.115 1.242 -9.315  0.214
H14 -14.185 2.646 -9.400  0.357
H15 -13.861 4.233 -11.193  0.373
H16 -12.231 4.493 -10.698  0.398
H17 -11.573 3.314 -12.863  0.324
H18 -13.337 5.804 -13.294  0.329
H19 -12.231 5.311 -14.481  0.333
H20 -11.710 5.816 -12.800  0.392
H21 -13.503 2.196 -13.195  0.244
H22 -14.439 3.451 -13.180  0.265
C9 -14.619 -2.999 -20.038  -0.748
O3 -15.832 -2.363 -19.707  -0.326
C10 -15.617 -1.255 -18.953  -0.507
C11 -17.009 -0.701 -18.450  0.305
C12 -17.846 -0.124 -19.581  -1.330
N3 -16.886 0.306 -17.418  -0.696
H23 -13.955 -3.104 -19.180  0.298
H24 -14.119 -2.449 -20.836  0.299
H25 -14.778 -4.018 -20.393  0.269
H26 -14.918 -1.456 -18.141  0.365
H27 -15.120 -0.481 -19.538  0.290
H28 -17.543 -1.588 -18.110  0.296
H29 -18.814 0.243 -19.241  0.355
H30 -18.026 -0.946 -20.275  0.324
H31 -17.251 0.691 -19.993  0.310
H32 -16.421 1.110 -17.816  0.214
H33 -16.139 0.010 -16.807  0.267
C13 -11.370 2.154 -22.661  -0.729
O4 -10.696 3.144 -23.475  -0.333
C14 -10.010 4.075 -22.616  -0.714
C15 -9.317 5.182 -23.413  0.327
C16 -10.332 6.265 -23.867  -1.280
N4 -8.709 4.690 -24.622  -0.770
H34 -12.119 2.607 -22.010  0.217
H35 -10.763 1.535 -22.000  0.313
H36 -12.014 1.516 -23.266  0.309
H37 -10.649 4.407 -21.798  0.380
H38 -9.281 3.573 -21.979  0.399
H39 -8.636 5.731 -22.763  0.348
H40 -10.969 5.820 -24.631  0.264
H41 -9.872 7.231 -24.077  0.355
H42 -10.943 6.531 -23.004  0.335
H43 -9.294 4.034 -25.119  0.311
H44 -7.976 4.049 -24.353  0.269
C17 -10.325 -6.867 -17.220  -0.710
O5 -11.066 -8.042 -16.847  -0.291
C18 -12.249 -8.158 -17.531  -0.781
C19 -12.850 -9.465 -17.194  0.632
C20 -11.839 -10.582 -17.479  -1.458
N5 -14.112 -9.853 -17.872  -0.827
H45 -10.828 -5.977 -16.842  0.275
H46 -10.271 -6.710 -18.297  0.300
H47 -9.337 -6.894 -16.761  0.254
H48 -12.850 -7.324 -17.168  0.378
H49 -12.163 -8.027 -18.610  0.342
H50 -13.122 -9.400 -16.140  0.223
H51 -11.269 -10.369 -18.383  0.326
H52 -12.308 -11.554 -17.634  0.459
H53 -11.165 -10.602 -16.623  0.337
H54 -14.467 -10.681 -17.417  0.266
H55 -13.890 -10.362 -18.716  0.278
C21 -15.835 -4.938 -10.334  -0.786
O6 -15.237 -3.730 -10.824  -0.321
C22 -15.033 -3.804 -12.253  -0.911
C23 -14.065 -2.687 -12.731  0.534
C24 -12.707 -2.694 -12.028  -1.614
N6 -14.580 -1.359 -12.463  -0.631
H56 -16.543 -5.439 -10.994  0.324
H57 -16.265 -4.683 -9.366  0.246
H58 -15.008 -5.590 -10.052  0.297
H59 -14.526 -4.723 -12.546  0.480
H60 -15.960 -3.760 -12.825  0.429
H61 -13.876 -2.889 -13.785  0.268
H62 -12.014 -1.975 -12.464  0.430
H63 -12.237 -3.659 -12.214  0.402
H64 -12.716 -2.528 -10.951  0.354
H65 -14.117 -1.007 -11.637  0.187
H66 -15.462 -1.554 -12.011  0.319
C25 -11.484 -4.368 -26.962  -1.054
C26 -10.883 -4.740 -25.607  -0.296
O7 -10.192 -3.552 -25.167  -0.247
C27 -9.586 -3.455 -23.983  0.708
O8 -9.671 -4.218 -23.026  -0.582
O9 -8.827 -2.319 -24.073  -0.281
C28 -7.900 -2.073 -23.022  -0.708
H67 -12.364 -4.989 -27.130  0.341
H68 -10.753 -4.517 -27.757  0.289
H69 -11.729 -3.306 -26.927  0.301
H70 -10.237 -5.617 -25.589  0.340
H71 -11.628 -4.974 -24.846  0.298
H72 -7.144 -1.423 -23.463  0.286
H73 -7.222 -2.889 -22.773  0.325
H74 -8.314 -1.687 -22.090  0.282
C29 -7.270 -3.016 -12.326  -1.085
C30 -6.448 -1.800 -12.448  -0.134
O10 -7.242 -0.617 -12.659  -0.356
C31 -7.694 0.209 -11.653  0.757
O11 -8.033 1.382 -11.808  -0.579
O12 -7.630 -0.428 -10.442  -0.289
C32 -7.576 0.361 -9.242  -0.719
H75 -6.661 -3.914 -12.218  0.368
H76 -7.906 -3.042 -13.211  0.278
H77 -7.911 -2.964 -11.446  0.292
H78 -5.894 -1.936 -13.377  0.305
H79 -5.759 -1.748 -11.605  0.310
H80 -7.961 1.371 -9.383  0.328
H81 -6.542 0.450 -8.907  0.278
H82 -8.198 -0.093 -8.470  0.244
Cl1 -10.372 2.015 -17.610  -0.168
C33 -10.735 0.535 -16.655  -0.102
Cl2 -10.533 -0.801 -17.748  -0.117
H83 -9.984 0.538 -15.865  0.165
H84 -11.782 0.582 -16.356  0.219

The calculation puts the electronic energy at -94132.377 eV. The calculation puts the HOMO energy at -9.13 eV. As for the SMILES: COC[C@H](C)N.COC[C@H](C)N.COC[C@H](C)N.COC[C@H](C)N.COC[C@H](C)N.COC[C@H](C)N.CCOC(=O)OC.CCOC(=O)OC.ClCCl. The lowest unoccupied orbital energy comes out at 0.0079 hartree. As for the spin multiplicity: 1. As for the orbital gap: 9.34 eV.

Q: Among the records above, which one has the highest orbital gap?
A: C33H83Cl9O30S10